[1]
{"formula": "C2H14ClMgO5", "method": "the ωB97M-V functional and the def2-TZVPD basis", "lumo_ha": [-0.01504, -0.07866], "total_energy_ev": -30505.80785, "homo_lumo_gap_ev": [7.814, 8.317], "spin_multiplicity": 2, "species": ["Cl", "Mg", "O", "O", "O", "O", "O", "C", "C", "H", "H", "H", "H", "H", "H", "H", "H", "H", "H", "H", "H", "H", "H"], "xyz": [[-0.92469, -0.14699, -1.68042], [0.79402, -0.83937, -3.22823], [-2.53869, -2.86574, -2.93690], [-4.17408, -0.13663, -0.63374], [-0.76635, -1.66466, 1.50705], [3.95006, 1.04611, 1.80661], [-0.62285, 2.93892, 0.08845], [1.85962, -0.03132, 1.24016], [3.05196, 0.85125, 0.77161], [3.49457, 0.27765, -0.04275], [-0.47967, 2.10594, -0.36085], [2.69348, 1.85182, 0.52986], [1.26204, -0.13734, 0.33476], [-3.94853, 0.31649, 0.17869], [-1.06417, -1.06761, 2.19340], [-3.43376, -2.62897, -3.17986], [-0.66669, -1.11014, 0.73323], [-0.75615, 2.69740, 1.00503], [-2.33735, -2.30559, -2.18728], [-3.43715, 0.03875, -1.21890], [2.00173, -1.04993, 1.60118], [1.33110, 0.40335, 2.08859], [4.71150, 1.45654, 1.39025]], "forces_ev_per_angstrom": [[0.718, -0.160, -0.464], [-0.755, 0.177, 0.561], [0.258, -0.221, -0.293], [-0.338, -0.187, -0.050], [-0.027, -0.332, 0.165], [1.262, -0.162, 0.783], [0.019, 0.310, -0.011], [0.276, 0.593, -0.201], [-1.645, -1.333, 0.771], [0.251, 0.457, -0.472], [-0.007, -0.362, -0.263], [-0.408, -0.211, -0.900], [-0.585, 0.176, 0.271], [0.036, 0.093, 0.191], [-0.085, 0.084, 0.208], [-0.250, 0.025, -0.049], [-0.035, 0.149, -0.390], [-0.010, -0.007, 0.244], [0.052, 0.219, 0.345], [0.299, 0.099, -0.175], [0.981, -0.024, -0.312], [-0.307, 0.499, -0.365], [0.301, 0.115, 0.404]], "lowdin_charge": [-0.13, 0.57, -0.09, -0.07, -0.07, -0.07, -0.07, -0.09, -0.33, 0.10, -0.06, 0.11, 0.01, 0.03, 0.03, 0.03, -0.06, 0.03, -0.05, -0.06, 0.08, 0.07, 0.08]}



[2]
{"formula": "C2H14N2O3", "method": "the ωB97M-V functional and the def2-TZVPD basis", "de_lowest_kcal_mol": 10.75, "lumo_ha": 0.02780, "total_energy_ev": -11423.96046, "homo_lumo_gap_ev": 10.183, "smiles": "NCCN.O.O.O", "species": ["O", "O", "O", "N", "N", "C", "C", "H", "H", "H", "H", "H", "H", "H", "H", "H", "H", "H", "H", "H", "H"], "xyz": [[-0.32609, 0.09106, 3.11240], [3.20958, -0.18091, -1.94822], [-2.36767, -0.93408, 1.36415], [-1.46096, -0.80126, -1.26362], [1.29614, 1.12530, 0.34785], [-0.00245, 1.01690, -0.32267], [-0.05786, -0.29938, -1.13766], [-0.71713, 0.99668, 0.49471], [0.38326, -1.12503, -0.57000], [2.67752, 0.16618, -1.22240], [-0.93833, -0.19172, 2.40626], [-1.91442, -1.00411, 0.47333], [1.68776, 2.04841, 0.35438], [4.00849, -0.48879, -1.53680], [0.43859, -0.16721, -2.10219], [-0.57017, -0.54929, 3.78545], [-1.39201, -1.70123, -1.71709], [-3.08600, -0.31543, 1.17062], [-1.97510, -0.22185, -1.91624], [1.31971, 0.74418, 1.28287], [-0.21286, 1.79161, -1.05512]], "forces_ev_per_angstrom": [[-0.189, -0.256, -0.345], [-0.430, 0.116, -0.406], [0.345, 0.147, -0.532], [0.611, 0.484, -0.518], [0.815, 0.018, -1.122], [0.447, -1.323, 0.428], [-0.856, -0.389, 0.899], [-0.814, 0.091, -0.462], [0.662, 0.430, -0.123], [-0.166, 0.161, 0.338], [-0.093, 0.202, -0.017], [-0.689, 0.047, 0.431], [-0.050, 0.293, 0.055], [0.523, -0.200, 0.236], [0.109, -0.142, 0.128], [0.224, 0.037, 0.349], [-0.186, -0.247, -0.051], [0.141, -0.176, 0.182], [-0.213, 0.117, 0.044], [-0.371, 0.013, 0.031], [0.178, 0.577, 0.454]], "lowdin_charge": [-0.08, -0.07, -0.11, -0.03, 0.00, -0.25, -0.25, 0.08, 0.12, -0.02, -0.02, 0.00, 0.07, 0.02, 0.10, 0.03, 0.08, 0.05, 0.08, 0.06, 0.11]}



[3]
{"formula": "C2H14N2O3", "method": "the ωB97M-V functional and the def2-TZVPD basis", "de_lowest_kcal_mol": 59.76, "lumo_ha": 0.02564, "total_energy_ev": -11421.83527, "homo_lumo_gap_ev": 8.749, "smiles": "NCCN.O.O.O", "species": ["O", "O", "O", "N", "N", "C", "C", "H", "H", "H", "H", "H", "H", "H", "H", "H", "H", "H", "H", "H", "H"], "xyz": [[6.40208, 0.26701, 1.87266], [2.93203, 0.50057, 0.66413], [-4.42618, -0.82476, -1.56145], [-0.91663, 1.85663, -0.21498], [-2.03995, -1.75830, -0.09108], [-1.65864, 0.69875, -0.08663], [-1.28861, -0.68186, -0.60457], [-2.99011, -1.53258, -0.18599], [-1.68037, 0.61144, 1.03730], [-2.74878, 0.72013, -0.45764], [-4.68884, -1.67833, -2.09066], [-0.13839, -0.95542, -0.28546], [3.43019, 0.05996, 1.42883], [-4.97738, -0.12678, -1.90356], [-1.31121, -0.69545, -1.75781], [3.16394, 1.38076, 0.29766], [-1.71594, -2.33992, 0.68989], [6.81718, 0.94539, 1.30221], [-1.05915, 2.13628, -1.10878], [0.03381, 1.60960, -0.20284], [6.98100, -0.46736, 1.72373]], "forces_ev_per_angstrom": [[0.105, 1.201, -0.559], [-0.169, -0.970, 0.553], [-0.475, -2.856, -1.334], [0.415, 0.968, 0.523], [0.320, -1.015, 0.130], [-3.617, -2.984, 3.145], [5.126, -0.621, -0.974], [-1.511, -0.429, 0.536], [-0.721, -0.736, -0.781], [1.367, 1.009, 0.733], [0.737, 2.605, 1.502], [-2.386, 0.967, -1.018], [-0.451, 2.130, -1.933], [-0.367, 0.277, -0.247], [0.097, 0.094, 1.446], [0.646, -1.126, 1.354], [-0.424, 1.082, -0.618], [-0.544, -0.293, 0.508], [-0.295, 1.878, -3.493], [1.764, -0.259, 0.467], [0.385, -0.922, 0.060]], "lowdin_charge": [-0.06, -0.12, -0.09, 0.02, -0.03, -0.36, -0.35, 0.01, 0.12, 0.12, 0.12, 0.15, 0.07, 0.03, 0.12, 0.04, 0.08, 0.05, 0.03, 0.05, 0.02]}



Copy entry 2 word for word.
{"formula": "C2H14N2O3", "method": "the ωB97M-V functional and the def2-TZVPD basis", "de_lowest_kcal_mol": 10.75, "lumo_ha": 0.02780, "total_energy_ev": -11423.96046, "homo_lumo_gap_ev": 10.183, "smiles": "NCCN.O.O.O", "species": ["O", "O", "O", "N", "N", "C", "C", "H", "H", "H", "H", "H", "H", "H", "H", "H", "H", "H", "H", "H", "H"], "xyz": [[-0.32609, 0.09106, 3.11240], [3.20958, -0.18091, -1.94822], [-2.36767, -0.93408, 1.36415], [-1.46096, -0.80126, -1.26362], [1.29614, 1.12530, 0.34785], [-0.00245, 1.01690, -0.32267], [-0.05786, -0.29938, -1.13766], [-0.71713, 0.99668, 0.49471], [0.38326, -1.12503, -0.57000], [2.67752, 0.16618, -1.22240], [-0.93833, -0.19172, 2.40626], [-1.91442, -1.00411, 0.47333], [1.68776, 2.04841, 0.35438], [4.00849, -0.48879, -1.53680], [0.43859, -0.16721, -2.10219], [-0.57017, -0.54929, 3.78545], [-1.39201, -1.70123, -1.71709], [-3.08600, -0.31543, 1.17062], [-1.97510, -0.22185, -1.91624], [1.31971, 0.74418, 1.28287], [-0.21286, 1.79161, -1.05512]], "forces_ev_per_angstrom": [[-0.189, -0.256, -0.345], [-0.430, 0.116, -0.406], [0.345, 0.147, -0.532], [0.611, 0.484, -0.518], [0.815, 0.018, -1.122], [0.447, -1.323, 0.428], [-0.856, -0.389, 0.899], [-0.814, 0.091, -0.462], [0.662, 0.430, -0.123], [-0.166, 0.161, 0.338], [-0.093, 0.202, -0.017], [-0.689, 0.047, 0.431], [-0.050, 0.293, 0.055], [0.523, -0.200, 0.236], [0.109, -0.142, 0.128], [0.224, 0.037, 0.349], [-0.186, -0.247, -0.051], [0.141, -0.176, 0.182], [-0.213, 0.117, 0.044], [-0.371, 0.013, 0.031], [0.178, 0.577, 0.454]], "lowdin_charge": [-0.08, -0.07, -0.11, -0.03, 0.00, -0.25, -0.25, 0.08, 0.12, -0.02, -0.02, 0.00, 0.07, 0.02, 0.10, 0.03, 0.08, 0.05, 0.08, 0.06, 0.11]}